No. 1
Density functional theory data (ωB97M-V/def2-TZVPD) for a single C3H4N2O molecule at a distorted geometry.

Output
- Total energy: -301.411942 a.u.
- Relative energy (zero: lowest compared OMol25 entry of this formula, charge and spin): 47.2 kcal per mole
- Molecular weight: 84.08 g/mol

Geometry as XYZ:
```
10
Properties=species:S:1:pos:R:3:forces:R:3
O -1.9627 0.0951 0.3892 -0.64 0.74 -0.50
C -0.7262 0.0884 -0.1559 0.06 0.12 -0.20
C 0.3274 0.9699 0.0029 -0.15 -0.23 0.07
C 1.4253 0.0799 -0.0017 0.27 -0.29 -0.28
N 1.0807 -1.1586 -0.3192 0.74 0.13 -0.95
N -0.2453 -1.0835 -0.5980 -0.08 -0.14 1.24
H -1.8277 0.5766 1.2160 -0.46 0.03 -0.16
H 0.2972 2.0520 -0.0623 -0.02 -0.27 0.79
H 2.4402 0.2775 0.3144 0.00 0.04 -0.36
H -0.8089 -1.8972 -0.7855 0.28 -0.13 0.36
```
Positions in Å, forces in eV/Å.


No. 2
Density functional theory data (ωB97M-V/def2-TZVPD) for a single C3H4N2O molecule at a distorted geometry.

Output
- Total energy: -301.402155 a.u.
- Relative energy (zero: lowest compared OMol25 entry of this formula, charge and spin): 53.4 kcal per mole
- Molecular weight: 84.08 g/mol

Geometry as XYZ:
```
10
Properties=species:S:1:pos:R:3:forces:R:3
O -0.9313 -1.8454 0.3595 0.30 0.10 -0.50
C -0.1570 -0.7477 0.0861 0.12 0.79 -0.39
C 1.2275 -0.4641 0.2348 0.11 0.64 0.30
N 1.4410 0.8854 0.2111 -0.22 -1.40 -0.23
N 0.2656 1.4054 -0.1523 0.02 -0.11 -0.16
C -0.6830 0.4537 -0.3340 -0.32 -0.01 -0.01
H -1.8182 -1.4769 0.5228 0.48 -0.46 -0.12
H 2.0619 -1.1656 0.1645 -0.29 0.38 0.79
H -0.0074 2.3674 0.0201 0.77 -0.15 -0.29
H -1.4103 0.5895 -1.1137 -0.98 0.21 0.61
```
Positions in Å, forces in eV/Å.


No. 3
Density functional theory data (ωB97M-V/def2-TZVPD) for a single C3H4N2O molecule.

Output
- Total energy: -301.464043 a.u.
- Relative energy (zero: lowest compared OMol25 entry of this formula, charge and spin): 14.6 kcal per mole
- Molecular weight: 84.08 g/mol

Geometry as XYZ:
```
10
Properties=species:S:1:pos:R:3:forces:R:3
N -1.7438 0.5709 0.6812 0.03 0.07 0.15
C -0.5347 0.1051 0.2748 -0.09 -0.11 0.06
N 0.0230 -1.0282 0.5666 -0.15 0.29 -0.16
C 1.2299 -0.9720 -0.1248 0.21 0.00 -0.15
C 1.3337 0.1961 -0.7831 0.13 -0.18 0.01
O 0.1814 0.9175 -0.5238 -0.10 -0.06 0.04
H -2.3468 -0.0532 1.1879 0.08 0.07 -0.12
H -2.1230 1.4031 0.2650 0.04 -0.16 0.02
H 1.9244 -1.8004 -0.1098 -0.07 0.17 0.03
H 2.0559 0.6611 -1.4340 -0.09 -0.10 0.12
```
Positions in Å, forces in eV/Å.


No. 4
Density functional theory data (ωB97M-V/def2-TZVPD) for a molecular structure, C3H4N2O at a distorted geometry.

Output
- Total energy: -301.359859 a.u.
- Relative energy (zero: lowest compared OMol25 entry of this formula, charge and spin): 79.9 kcal per mole
- Molecular weight: 84.08 g/mol

Geometry as XYZ:
```
10
Properties=species:S:1:pos:R:3:forces:R:3
C 1.6605 -0.0601 -0.0576 6.51 -3.46 0.74
C -0.5745 0.3896 0.1241 -4.07 2.57 -0.43
C -1.9152 -0.3460 0.1599 -1.24 0.56 -0.28
H 1.7273 0.9648 -0.3148 0.36 1.59 0.56
H 0.2989 -1.4055 -0.5481 -1.24 -4.69 0.01
H -0.9252 1.5357 -0.5852 1.48 -3.67 1.88
H -0.4443 0.8168 1.2101 0.37 -1.13 -2.09
N 0.4151 -0.4879 -0.4605 2.18 4.96 1.75
N -3.0225 -0.7215 0.1297 2.55 0.54 0.17
O 2.7798 -0.6859 0.3424 -6.92 2.74 -2.29
```
Positions in Å, forces in eV/Å.


No. 5
Density functional theory data (ωB97M-V/def2-TZVPD) for a single C3H4N2O molecule at a distorted geometry.

Output
- Total energy: -301.402128 a.u.
- Relative energy (zero: lowest compared OMol25 entry of this formula, charge and spin): 53.4 kcal per mole
- Molecular weight: 84.08 g/mol

Geometry as XYZ:
```
10
Properties=species:S:1:pos:R:3:forces:R:3
N -0.5767 -1.9624 1.0521 0.18 0.92 0.44
C -0.2831 -0.8549 0.8937 -0.11 -1.25 0.45
C 0.0036 0.3809 0.1602 -0.19 -0.15 0.16
N -1.2470 0.5830 -0.6263 0.27 0.16 -0.26
C 1.4689 0.0866 -0.3854 -0.07 -0.40 -0.25
O 1.8659 -1.0248 -0.6053 -0.35 0.73 -0.17
H 0.1236 1.3191 0.7149 -0.04 -0.52 0.43
H -1.9329 0.8638 0.0833 0.27 0.17 -0.45
H -1.6179 -0.3173 -0.9429 0.49 0.26 -0.11
H 2.1956 0.9259 -0.3442 -0.47 0.09 -0.24
```
Positions in Å, forces in eV/Å.


No. 6
Density functional theory data (ωB97M-V/def2-TZVPD) for a single C3H4N2O molecule at a distorted geometry.

Output
- Total energy: -301.351901 a.u.
- Relative energy (zero: lowest compared OMol25 entry of this formula, charge and spin): 84.9 kcal per mole
- Molecular weight: 84.08 g/mol

Geometry as XYZ:
```
10
Properties=species:S:1:pos:R:3:forces:R:3
O -1.0531 -1.6380 -1.2462 0.09 0.24 -0.10
C -0.4477 -0.6955 -0.5060 0.06 0.38 -0.08
C 0.8750 -0.8373 0.1056 0.00 0.76 -0.14
C 0.8780 0.3567 0.8513 -0.51 0.37 0.63
N -0.2329 1.0712 0.6378 -0.04 0.12 0.27
N -1.0795 0.4139 -0.2119 -0.03 -0.28 0.03
H -1.9340 -1.3023 -1.4812 0.23 -0.09 0.05
H 1.6438 -0.0974 -0.3810 0.50 -1.81 -0.75
H 1.6827 0.6591 1.5107 -0.10 0.42 -0.26
H -0.3323 2.0697 0.7210 -0.19 -0.10 0.35
```
Positions in Å, forces in eV/Å.


No. 7
Density functional theory data (ωB97M-V/def2-TZVPD) for a molecular structure, C3H4N2O2 at a distorted geometry.

Output
- Total energy: -376.638427 a.u.
- Relative energy (zero: lowest compared OMol25 entry of this formula, charge and spin): 78.7 kcal per mole
- Molecular weight: 100.08 g/mol

Geometry as XYZ:
```
11
Properties=species:S:1:pos:R:3:forces:R:3
N 0.5320 -1.7252 0.2981 0.05 0.03 -0.08
C -0.0544 -0.5066 0.1613 0.00 -0.10 -0.14
C -0.9384 -0.0573 -0.7777 0.12 -0.29 -0.01
O -1.3822 1.2511 -0.3503 0.19 0.22 -0.31
C -0.1174 1.5900 -0.0006 0.53 0.75 -0.18
O 0.5710 2.3724 -0.5733 -0.18 0.25 0.90
N 0.3561 0.5754 0.9658 -0.11 0.01 0.01
H 1.4813 -1.7314 0.6428 -0.10 0.04 -0.04
H 0.3233 -2.4005 -0.4236 0.01 0.05 0.12
H -0.7171 -0.0341 -1.8364 -0.60 -0.86 -0.16
H -0.0542 0.6662 1.8938 0.08 -0.10 -0.10
```
Positions in Å, forces in eV/Å.


No. 8
Density functional theory data (ωB97M-V/def2-TZVPD) for a single C3H4N2O2 molecule.

Output
- Total energy: -376.714259 a.u.
- Relative energy (zero: lowest compared OMol25 entry of this formula, charge and spin): 31.1 kcal per mole
- Molecular weight: 100.08 g/mol

Geometry as XYZ:
```
11
Properties=species:S:1:pos:R:3:forces:R:3
N -1.7818 -0.4855 0.1008 -0.02 -0.04 -0.06
C -0.4747 -0.0084 0.0603 -0.13 0.09 -0.01
C 0.0057 1.2248 0.2246 -0.06 -0.33 -0.50
O 1.4030 1.1820 0.2054 -0.07 -0.08 -0.16
C 1.7834 -0.1153 0.0218 0.23 -0.24 -0.01
O 2.9185 -0.5153 0.0103 -0.48 0.22 -0.01
N 0.6110 -0.8441 -0.1233 0.08 -0.11 0.26
H -2.0908 -0.9355 -0.7505 0.05 -0.02 -0.02
H -2.4414 0.2303 0.3803 0.14 -0.10 -0.04
H -0.5146 2.1131 -0.0468 0.11 0.70 0.47
H 0.5815 -1.8462 -0.0828 0.15 -0.07 0.08
```
Positions in Å, forces in eV/Å.


No. 9
Density functional theory data (ωB97M-V/def2-TZVPD) for a single C3H4N2O2 molecule at a distorted geometry.

Output
- Total energy: -376.659726 a.u.
- Relative energy (zero: lowest compared OMol25 entry of this formula, charge and spin): 65.3 kcal per mole
- Molecular weight: 100.08 g/mol

Geometry as XYZ:
```
11
Properties=species:S:1:pos:R:3:forces:R:3
N 0.2307 -0.5330 1.7392 -0.06 -0.20 -0.14
C 0.1366 -0.0312 0.4944 0.22 -0.42 -0.59
C 0.7189 -0.8366 -0.4546 0.10 0.52 -0.52
O 0.1207 -0.4847 -1.6778 0.17 0.72 -0.61
C -0.6755 0.5705 -1.4822 -0.32 0.41 -0.37
O -1.3674 1.0946 -2.3104 0.06 0.02 0.18
N -0.6000 0.9338 -0.1148 -0.41 -0.24 -0.10
H 0.2643 -0.0047 2.6045 0.39 -0.43 -0.29
H 0.6393 -1.4421 1.4079 -0.09 0.53 2.40
H 1.8035 -0.8443 -0.4802 -0.05 -0.68 0.01
H -1.2711 1.5776 0.2741 -0.02 -0.22 0.01
```
Positions in Å, forces in eV/Å.


No. 10
Density functional theory data (ωB97M-V/def2-TZVPD) for a single C3H4N2O2 molecule at a distorted geometry.

Output
- Total energy: -376.646195 a.u.
- Relative energy (zero: lowest compared OMol25 entry of this formula, charge and spin): 73.8 kcal per mole
- Molecular weight: 100.08 g/mol

Geometry as XYZ:
```
11
Properties=species:S:1:pos:R:3:forces:R:3
N -1.6849 -1.1093 -0.0289 -0.09 -0.38 0.60
C -0.3586 -0.6358 0.0022 -0.06 0.11 -0.19
C 0.8636 -1.1832 0.0600 0.74 -0.34 -0.77
O 1.8039 -0.2103 -0.0025 -0.49 -0.98 0.20
N 1.1818 1.0122 -0.0386 -1.31 1.02 -0.01
C -0.1148 0.7543 -0.0360 1.43 -0.38 0.47
O -1.0947 1.6388 0.0574 -1.75 0.08 -0.83
H -1.8734 -1.5689 0.8614 -0.39 -0.08 -0.49
H -1.8477 -1.7294 -0.8095 -0.11 -0.18 0.15
H 1.1966 -2.2160 -0.0133 0.08 0.38 0.27
H -1.9681 1.1544 -0.1626 1.95 0.76 0.60
```
Positions in Å, forces in eV/Å.


Frontier orbital gap, record by record: 9.340 9.619 9.217 10.876 10.486 9.596 9.403 8.979 8.541 10.148 eV